Run 1
Molecular formula: C2H14NO5
Method: DFT, ωB97M-V/def2-TZVPD

Each line ends with the Mulliken charge.
Positions of all 22 atoms, in Å:
O -0.91638 -1.81562 2.48742  -0.422
O 0.14362 1.75747 -3.58726  -0.626
H 0.65871 -0.38488 -2.14794  0.305
H 1.60436 -0.96295 2.76283  0.293
H -1.21026 3.15567 1.96535  0.320
H 1.77709 0.54569 -2.59307  0.319
O -0.98869 2.75759 1.11423  -0.603
O 1.51883 -0.03926 -1.87886  -0.649
H -2.14281 -0.61392 -1.91069  0.301
N 1.29314 -1.16242 0.67595  -0.174
H 1.14417 0.59051 1.95129  0.330
H -0.34292 1.72205 -4.41873  0.321
H 1.70606 -0.41633 0.06166  0.385
O -1.51670 -1.18677 -1.47394  -0.598
H 0.42532 -1.36681 0.15657  0.242
H -1.90958 -1.92224 -0.99022  0.307
H 1.89141 -1.98655 0.67598  0.372
H 0.70072 2.53429 -3.69525  0.316
H -1.04420 0.15562 2.63427  0.320
C -0.40336 -0.72676 2.48718  -0.043
C 0.99255 -0.51001 1.94944  -0.313
H -1.23522 3.50772 0.54872  0.299

Summary:
HOMO energy   -0.5210 Ha
E_LUMO   -3.3373 eV
Kohn-Sham gap   10.8 eV
Charge   +1



Run 2
Molecular formula: C2H14NO5
Method: DFT, ωB97M-V/def2-TZVPD

Each line ends with the Mulliken charge.
Positions of all 22 atoms, in Å:
H 0.73452 -0.56844 3.57066  0.335
O -0.95609 0.44545 0.21983  -0.576
H 0.94241 -1.63315 2.21634  0.363
H -1.82409 0.82695 0.04496  0.328
C -1.68153 0.31977 2.63475  -0.021
H 0.05053 3.33817 -2.66654  0.316
H 1.06824 -0.98670 -4.80612  0.322
O 1.15431 -0.25527 -4.17594  -0.660
H 0.93278 -1.29691 -2.15420  0.332
H -0.69706 0.06054 -0.63924  0.264
H 0.55743 0.01311 1.92755  0.363
H -1.42589 -1.61542 3.35294  0.400
H 2.11642 -0.16691 -4.17521  0.344
H 0.67122 4.15385 -1.76582  0.304
H -2.70318 0.29930 2.18357  0.422
O -1.14091 1.34952 2.93999  -0.443
N 0.46071 -0.77634 2.61158  -0.305
C -1.02720 -1.00994 2.53143  -0.483
H -1.34317 -1.52084 1.63005  0.329
O 0.68834 3.19694 -1.93677  -0.610
H 1.82140 -2.51010 -1.98389  0.322
O 1.60081 -1.66359 -1.55990  -0.644

Summary:
HOMO energy   -0.5084 Ha
E_LUMO   -3.2954 eV
Kohn-Sham gap   10.5 eV
Charge   +1



What should be chosen as the least stable of them? Choose run 2.



Run 1
Molecular formula: C12H21N5O3
Method: DFT, ωB97M-V/def2-TZVPD

Each line ends with the Mulliken charge.
Positions of all 41 atoms, in Å:
H -1.71390 -2.53539 2.27205  0.483
C -4.94298 -0.44449 -0.07172  -0.674
H -1.31774 3.04780 -0.17707  0.246
C 1.81427 0.57385 -0.11426  0.007
C 0.81451 1.64416 -0.13314  0.940
H -3.95005 -2.16066 1.41684  0.431
H -3.38523 2.32127 -1.09454  0.376
H 2.07272 -2.59515 -0.97572  0.249
H 2.12893 3.09661 0.73760  0.414
C -5.22196 -1.67137 -0.93390  -1.244
C 1.12355 3.03301 0.34238  -1.835
H -4.51534 -1.70813 -1.75816  0.287
N 3.98033 -0.36547 0.32029  -0.064
C -1.85036 -1.77422 1.50804  -1.208
C -3.29793 -1.29142 1.50897  -0.727
N -1.36505 2.20344 -0.74359  -0.760
N 2.38216 -1.70488 -0.60650  -0.037
H -2.17436 0.87378 1.20362  0.504
C 1.48162 -0.68145 -0.59636  0.705
C -3.06949 0.93425 0.58149  -0.829
H -3.53303 -0.80079 2.46986  0.300
H -0.27628 -0.16760 -1.00469  0.601
H -5.64828 -0.41348 0.77695  0.359
H -1.15574 -0.96265 1.71027  0.263
H 0.41773 3.32472 1.12379  0.406
H -2.62039 0.77165 -1.51235  0.385
H 1.02050 3.73320 -0.48741  0.370
H -1.60852 -2.19573 0.53677  0.261
H -6.23116 -1.61981 -1.33460  0.421
N -0.34837 1.32687 -0.58868  -0.065
H -5.11483 0.44737 -0.67786  0.400
N -3.56098 -0.41359 0.38018  0.571
O 4.45510 -2.53416 -0.18469  -0.634
C 3.68332 -1.60961 -0.15575  0.281
C 3.15869 0.76540 0.39751  0.201
C -2.66466 1.56994 -0.76841  -0.823
H 4.92158 -0.23030 0.67259  0.233
O 3.64321 1.76986 0.87966  -0.700
H -5.12770 -2.58989 -0.36147  0.306
O 0.30551 -1.01455 -1.07831  -0.675
H -3.80098 1.56990 1.10951  0.280

Summary:
HOMO energy   -0.2932 Ha
Structure (SMILES)   CCN(CC)CCN/N=C(\C)c1c(O)[nH]c(=O)[nH]c1=O
E_LUMO   0.6867 eV
Kohn-Sham gap   8.7 eV



Run 2
Molecular formula: C12H21N5O3
Method: DFT, ωB97M-V/def2-TZVPD

Each line ends with the Mulliken charge.
Positions of all 41 atoms, in Å:
H 7.08036 -0.52421 -0.55550  0.324
C 2.72970 0.03157 0.07066  -0.324
H -3.55104 0.70628 -2.01343  0.485
C -3.50753 -0.77946 -0.60189  0.326
C 0.17224 0.07730 0.40371  1.029
C -1.21199 2.08472 -0.39411  -0.099
H -3.27997 -3.52818 1.07094  0.359
H 2.85506 0.02875 1.18788  0.246
C 1.41697 -0.69615 -0.10784  -1.377
H -0.66878 -0.53568 0.34895  -0.226
H -2.44903 1.01834 0.83165  0.416
H 5.40363 1.05862 0.08353  0.235
O -1.08263 3.26846 -0.57055  -0.686
H 3.60823 -1.88836 -0.36226  0.203
C -4.85195 -1.10124 -0.62531  -0.651
H 1.62815 -1.67658 0.37243  0.458
N 6.24223 -0.89309 -1.10141  -0.605
H -5.59917 -2.99575 0.11890  0.247
C -3.58669 -2.59096 0.48246  -0.431
C 0.40320 0.25782 1.90402  0.183
N -4.84980 -2.25174 0.03585  -0.123
H -1.87291 0.04465 -1.45441  0.341
N -3.76468 2.34225 0.06820  -0.563
H 6.39661 -0.02262 -2.18978  0.261
H 5.74132 -0.73338 1.09495  0.298
H -3.89540 3.02758 -0.69582  0.236
C 3.90901 -0.69904 -0.58250  -0.442
N -2.74569 -1.62639 0.15598  -0.219
O -0.33292 1.24731 2.46274  -0.433
H -3.93829 2.89805 0.88528  0.238
N -0.04321 1.31772 -0.29413  0.047
H 2.66835 0.99111 -0.44791  0.238
C -2.59156 1.49629 -0.10426  0.274
C -2.87441 0.40481 -1.20086  -0.812
O 1.10712 -0.38628 2.62722  -0.612
H -5.72129 -0.65612 -1.06558  0.452
H 3.85766 -0.52936 -1.73179  0.166
C 5.33566 -0.23291 -0.08029  -0.551
H 0.83219 1.80161 -0.32306  0.214
H -0.19093 1.08706 3.45097  0.400
H 1.22217 -0.84282 -1.15362  0.476

Summary:
HOMO energy   -0.3137 Ha
E_LUMO   0.7051 eV
Kohn-Sham gap   9.2 eV



What should be chosen as the least stable of them? Choose run 2.



Run 1
Molecular formula: C3H10N2S
Method: DFT, ωB97M-V/def2-TZVPD

Each line ends with the Mulliken charge.
Positions of all 16 atoms, in Å:
N -1.51734 0.05783 0.30504  -0.460
H -2.39367 -0.35505 0.17061  0.139
H 2.00349 0.36044 -0.34290  0.458
H -0.10767 -0.36823 -1.31048  0.129
H -0.29101 -3.90702 0.20952  0.264
C 0.20596 -1.87090 0.36494  -0.584
C 1.07456 0.61972 0.09963  -0.781
C -0.18936 -0.41534 -0.21923  0.166
H -1.63926 1.09618 0.49979  0.188
H 1.25778 -2.19815 0.01798  0.311
S 0.68364 2.38765 -0.23301  -0.232
H -0.40014 2.07784 -0.88222  0.083
H -1.60582 -3.00898 0.38174  0.240
N -0.73046 -3.02423 -0.17424  -0.625
H 1.17986 0.56489 1.17353  0.356
H 0.24590 -1.70045 1.42295  0.346

Summary:
HOMO energy   -0.3325 Ha
Structure (SMILES)   NC[C@@H](N)CS
E_LUMO   0.9889 eV
Kohn-Sham gap   10.0 eV



Run 2
Molecular formula: C3H10N2S
Method: DFT, ωB97M-V/def2-TZVPD

Each line ends with the Mulliken charge.
Positions of all 16 atoms, in Å:
H -2.71604 -1.67303 -0.50307  0.334
H -2.62968 1.04950 0.66438  0.252
C 1.94994 1.18201 -0.26883  -0.501
H 1.07259 1.48266 -0.82765  0.223
H -3.50580 0.52376 -0.72596  0.249
N -2.81153 0.32952 -0.02358  -0.337
S 1.47117 1.07294 1.47858  -0.673
H -0.99695 -2.03115 1.22658  0.268
C 2.55914 -0.08670 -0.86586  -0.916
H 3.55047 -0.30301 -0.47180  0.257
H -1.32246 -0.51578 1.81781  0.214
N -1.62564 -1.24241 1.16263  -0.346
H 1.92280 -0.96255 -0.74858  0.236
H 2.75230 1.90295 -0.15152  0.237
H 2.70156 0.16340 -1.92639  0.291
C -2.37186 -0.89209 0.16326  0.212

Summary:
HOMO energy   -0.2027 Ha
E_LUMO   -0.5012 eV
Kohn-Sham gap   5.0 eV



What should be chosen as the least stable of them? Choose run 2.